Entry 1:
2 unconnected molecules or ions with the total composition C4H9NOS2 in a non-equilibrium geometry. Source: the OMol25 dataset; level of theory: the ωB97M-V functional and the def2-TZVPD basis.

- HOMO: -8.794 eV
- Electronic energy: -29495.417 eV

Element x y z (Å)
C -0.740189 1.547677 -0.195315
C -0.213793 0.161543 0.219328
C -1.242828 -0.765640 -0.199829
C 1.107248 -0.033225 -0.320557
H -1.801368 1.602403 0.229813
H -0.185715 2.500588 0.002015
H -0.588396 1.561289 -1.256504
H 0.739540 1.130291 1.652503
H 0.375060 -0.419672 2.044623
H -0.996500 -1.630032 0.369099
H -2.335965 -0.663835 -0.076908
H -0.203187 -2.409792 -1.994062
H 3.068751 -1.642699 -0.299034
N -0.130383 0.426883 1.759057
O -0.852182 -0.938937 -1.566197
S 1.752537 -1.565364 0.306234
S 2.247363 1.138525 -0.674260

Forces on the atoms, in the same order (eV/Å):
-0.73 1.10 -0.27
-2.35 6.47 3.08
0.54 -3.16 -1.22
4.49 -0.10 0.94
1.46 0.25 -1.12
-0.12 -1.17 0.96
-1.22 -0.01 -1.08
-2.51 -1.59 1.10
-0.24 0.15 0.85
-0.16 -1.51 0.42
0.67 0.89 -0.09
-2.03 4.28 1.69
-2.10 0.52 0.85
3.43 0.09 -2.18
0.79 -4.20 -2.01
1.58 -1.17 -1.40
-1.51 -0.87 -0.51

=====

Entry 2:
A single C20H12N8O2S2 molecule in a non-equilibrium geometry. Source: the OMol25 dataset; level of theory: the ωB97M-V functional and the def2-TZVPD basis.

- HOMO: -8.187 eV
- Electronic energy: -58613.754 eV
- SMILES: O=C(C1=NN(c2nncs2)C(C(=O)c2ccccc2)=NN1c1nncs1)c1ccccc1

Element x y z (Å)
O -3.004179 -1.680526 1.473532
C -2.120352 -1.981241 0.677008
C -1.014092 -0.933593 0.526802
N -0.179871 -0.905034 1.513415
N 0.809369 0.019807 1.538663
C 1.252795 0.536624 2.832491
N 1.743938 1.739817 2.908484
N 1.863016 2.214018 4.200066
C 1.445834 1.414664 5.137099
S 0.856947 -0.126629 4.383685
C 0.974090 0.759705 0.303213
C 2.305408 1.177558 -0.162710
O 3.170304 0.342859 -0.377843
C 2.592284 2.579297 -0.561411
C 3.776333 2.993801 -1.215808
C 4.049644 4.216768 -1.619563
C 3.147670 5.286740 -1.420518
C 1.850448 4.944824 -0.786061
C 1.553149 3.588817 -0.428828
N 0.141248 0.674673 -0.695577
N -1.020265 0.090077 -0.471428
C -2.175554 0.312297 -1.272694
N -3.115010 -0.551290 -1.596580
N -4.002399 -0.046776 -2.505546
C -3.790119 1.208739 -2.827834
S -2.264194 1.780553 -2.184441
C -1.969504 -3.444037 0.237280
C -3.068769 -4.422973 0.338270
C -2.866119 -5.668135 -0.017010
C -1.814988 -6.168121 -0.709609
C -0.767052 -5.242565 -0.889466
C -0.783056 -3.855981 -0.519098
H 1.558159 1.760453 6.190292
H 4.491384 2.258551 -1.424229
H 5.068023 4.394706 -2.028028
H 3.404335 6.307117 -1.645006
H 1.109033 5.654038 -0.495461
H 0.582395 3.241081 -0.031423
H -4.315984 1.779858 -3.546913
H -4.077293 -4.067258 0.687216
H -3.684725 -6.369855 0.035168
H -1.758675 -7.109620 -1.122824
H 0.037734 -5.454125 -1.487001
H 0.008660 -3.249680 -0.939776

Forces on the atoms, in the same order (eV/Å):
0.95 -0.07 -1.45
-1.33 -1.45 2.01
0.82 0.65 1.16
-1.63 -1.69 -0.91
1.08 2.38 0.14
-1.15 0.74 -0.83
-0.08 -0.06 0.26
0.07 -0.47 -0.14
0.35 -0.18 -1.97
0.09 0.38 0.73
-1.50 -1.50 -0.32
3.21 0.58 -1.33
-0.90 -0.10 0.81
-2.29 2.77 -0.55
-1.74 -3.56 1.61
0.78 4.25 -0.86
-2.53 -1.99 1.82
2.26 -1.58 -0.74
2.12 -0.37 -0.29
2.57 2.12 1.06
-3.77 -2.77 1.14
1.02 -0.02 -1.51
0.84 0.56 0.46
-0.46 1.19 0.36
2.07 -1.97 1.05
-0.61 0.33 0.40
0.82 -0.19 -2.36
0.75 5.90 1.78
-2.27 -3.92 -1.00
3.16 3.77 0.59
-1.42 1.51 0.39
-3.33 -2.03 1.37
-0.45 -1.00 -0.88
0.97 -1.18 0.00
-0.98 0.08 0.08
-0.07 0.13 -0.11
-0.20 0.75 -0.30
0.61 0.77 -0.12
-0.59 0.20 -0.51
1.38 -0.39 -0.10
-0.51 0.07 0.38
0.01 -1.94 -0.59
1.94 -1.08 -1.35
-0.06 0.38 0.63

=====

> Look up the electronic energy of the first one.

-29495.417 eV

=====

Repeat the first record exactly.
2 unconnected molecules or ions with the total composition C4H9NOS2 in a non-equilibrium geometry. Source: the OMol25 dataset; level of theory: the ωB97M-V functional and the def2-TZVPD basis.

- HOMO: -8.794 eV
- Electronic energy: -29495.417 eV

Element x y z (Å)
C -0.740189 1.547677 -0.195315
C -0.213793 0.161543 0.219328
C -1.242828 -0.765640 -0.199829
C 1.107248 -0.033225 -0.320557
H -1.801368 1.602403 0.229813
H -0.185715 2.500588 0.002015
H -0.588396 1.561289 -1.256504
H 0.739540 1.130291 1.652503
H 0.375060 -0.419672 2.044623
H -0.996500 -1.630032 0.369099
H -2.335965 -0.663835 -0.076908
H -0.203187 -2.409792 -1.994062
H 3.068751 -1.642699 -0.299034
N -0.130383 0.426883 1.759057
O -0.852182 -0.938937 -1.566197
S 1.752537 -1.565364 0.306234
S 2.247363 1.138525 -0.674260

Forces on the atoms, in the same order (eV/Å):
-0.73 1.10 -0.27
-2.35 6.47 3.08
0.54 -3.16 -1.22
4.49 -0.10 0.94
1.46 0.25 -1.12
-0.12 -1.17 0.96
-1.22 -0.01 -1.08
-2.51 -1.59 1.10
-0.24 0.15 0.85
-0.16 -1.51 0.42
0.67 0.89 -0.09
-2.03 4.28 1.69
-2.10 0.52 0.85
3.43 0.09 -2.18
0.79 -4.20 -2.01
1.58 -1.17 -1.40
-1.51 -0.87 -0.51

=====

> HOMO of number 1 (C4H9NOS2)?

-8.794 eV